No. 1
ORCA calculation (ωB97M-V with the def2-TZVPD basis set) on a molecular structure, C39H58BKN3O3S in a non-equilibrium geometry.

Structure (ORCA input):
```
! RIJCOSX wB97M-V def2-TZVPD def2/J DEFGRID3
* xyz -1 1
K -0.73529 -0.97322 -0.61354
C -3.74560 -1.33685 -0.12750
C -3.15636 -2.16389 0.86454
C -2.54112 -1.28504 1.81408
C -2.77516 0.03899 1.35890
C -3.52351 0.01505 0.17104
C -4.14860 1.22385 -0.49764
C -3.13345 2.35888 -0.66934
C -4.70605 0.86048 -1.87523
C -5.30728 1.73621 0.37327
C -1.72892 -1.54134 3.08897
C -1.46977 -0.22791 3.84618
C -0.34143 -2.12457 2.76568
C -2.46435 -2.43489 4.09899
C -3.43951 -3.67172 0.87541
C -2.26623 -4.55404 1.31908
C -4.65985 -3.95892 1.76997
C -3.80876 -4.16023 -0.53598
H -4.33021 -1.69078 -0.96287
H -2.46350 0.94139 1.86746
H -2.32773 2.06232 -1.34185
H -2.68547 2.62920 0.29011
H -3.61752 3.25190 -1.07936
H -3.92212 0.45262 -2.51711
H -5.12485 1.74524 -2.36438
H -5.49680 0.11277 -1.79282
H -4.94029 2.02434 1.36006
H -6.05074 0.94893 0.51230
H -5.79530 2.60387 -0.08542
H -0.84697 0.45756 3.26886
H -0.94139 -0.44508 4.77923
H -2.40381 0.28175 4.08670
H 0.25499 -1.38442 2.22048
H -0.39492 -3.01809 2.14855
H 0.20762 -2.37121 3.68163
H -3.43087 -1.99027 4.34666
H -1.87986 -2.52391 5.02084
H -2.64823 -3.43862 3.72864
H -1.94440 -4.36132 2.33927
H -1.40837 -4.41302 0.66132
H -2.56038 -5.60678 1.26501
H -4.48856 -3.65864 2.80263
H -4.90706 -5.02650 1.75772
H -5.52254 -3.39899 1.40330
H -3.02426 -3.92127 -1.25484
H -4.74807 -3.72646 -0.88030
H -3.93272 -5.24707 -0.52316
C 5.06685 -2.07881 1.76245
C 4.68483 -1.27759 0.52768
C 5.87268 -1.22111 -0.43068
O 3.62365 -1.96047 -0.15357
B 2.67789 -1.05137 -0.63734
O 3.01770 0.23080 -0.15364
C 4.06443 0.11973 0.82756
C 3.40608 0.20586 2.20260
C 5.02677 1.28287 0.65404
H 5.48471 -3.03683 1.45082
H 4.19769 -2.27932 2.38551
H 5.81808 -1.55288 2.35779
H 6.12852 -2.24151 -0.71732
H 6.74767 -0.75425 0.02630
H 5.60955 -0.67580 -1.33786
H 2.68794 -0.60376 2.33848
H 2.85951 1.14874 2.26504
H 4.13952 0.16951 3.01104
H 5.39948 1.34318 -0.36674
H 5.87594 1.19228 1.33688
H 4.50968 2.21627 0.88185
C 2.68594 4.74128 0.42516
N 1.34996 4.15356 0.34821
N 1.14862 3.40210 -0.82067
C 0.50162 2.20289 -0.51918
O 0.04328 1.44421 -1.35536
C 0.43351 2.17223 0.92904
C 0.96483 3.31359 1.39393
C 1.18525 3.73837 2.80319
C 1.07911 4.05368 -2.06723
C 1.31843 3.31400 -3.22196
C 1.24334 3.93941 -4.45488
C 0.95426 5.29499 -4.54712
C 0.72814 6.02571 -3.39065
C 0.78054 5.40956 -2.14907
H 2.87482 5.30487 -0.48560
H 3.45746 3.97464 0.53911
H 2.71467 5.42919 1.26760
H -0.03281 1.38451 1.49643
H 0.69691 3.03418 3.47341
H 0.78088 4.73565 2.98162
H 2.25018 3.75470 3.04692
H 1.54795 2.26191 -3.13604
H 1.41927 3.36102 -5.35251
H 0.90337 5.77671 -5.51473
H 0.49371 7.08088 -3.45123
H 0.57399 5.96491 -1.24405
S -0.08093 -4.17050 -1.68164
C 0.70669 -3.40940 -2.97829
N 1.54190 -2.35949 -2.79490
C 2.19069 -1.75659 -3.79573
C 2.07106 -2.14950 -5.09955
C 1.20663 -3.22969 -5.35341
C 0.54337 -3.84228 -4.32736
H 1.79621 -1.79142 -1.74454
H 2.81012 -0.92866 -3.45321
H 2.61413 -1.64960 -5.88830
H 1.05911 -3.57836 -6.36912
H -0.12981 -4.66903 -4.50474
*
```

Values from the calculation:
Total energy (eV): -79837.487
Relative energy (zero: lowest compared OMol25 entry of this formula, charge and spin) (kJ/mol): 189.5
E_LUMO (eV): 2.12
Orbital gap (eV): 5.721

=====

No. 2
ORCA calculation (ωB97M-V with the def2-TZVPD basis set) on a single C9H13BrN2 molecule in a non-equilibrium geometry.

Structure (ORCA input):
```
! RIJCOSX wB97M-V def2-TZVPD def2/J DEFGRID3
* xyz 0 1
C -0.26538 -3.50607 0.83225
C 1.46984 0.24376 -0.19769
C -0.57824 -2.93124 -0.37586
C 0.69483 -0.01131 1.05864
C -0.67397 0.63520 1.24850
C 0.89108 -1.11952 0.04815
C -1.45058 0.61993 -0.01756
C -0.46547 2.07230 1.76055
C -0.38401 -1.30702 -2.09982
N 0.02777 -4.02197 1.82734
N -0.20853 -1.65330 -0.70172
Br -3.23433 0.01959 0.00306
H 1.01725 0.87551 -0.94365
H 2.54349 0.34535 -0.14344
H -1.25973 -3.44260 -1.03549
H 1.25883 -0.09512 1.98054
H -1.20562 0.06068 2.01666
H 1.59590 -1.89221 0.34840
H -1.28037 1.38342 -0.76014
H 0.17738 2.62697 1.07938
H -0.00243 2.05532 2.74347
H -1.41988 2.59036 1.83456
H -1.43141 -1.43547 -2.37109
H -0.10577 -0.27302 -2.27362
H 0.23012 -1.94593 -2.74604
*
```

Values from the calculation:
Total energy (eV): -82562.502
Relative energy (zero: lowest compared OMol25 entry of this formula, charge and spin) (kJ/mol): 101.9
E_LUMO (spin up / spin down) (eV): -0.09 / 0.03
Orbital gap (spin up / spin down) (eV): 7.954 / 7.253

=====

No. 3
ORCA calculation (ωB97M-V with the def2-TZVPD basis set) on a molecular structure, C31H75CuF3N5O13S in a non-equilibrium geometry.

Structure (ORCA input):
```
! RIJCOSX wB97M-V def2-TZVPD def2/J DEFGRID3
* xyz 0 1
Cu 10.22056 10.98376 21.65030
C 9.69103 6.63924 19.71885
F 8.55057 6.95872 19.05722
F 9.76637 5.31572 19.77395
F 10.80003 7.12802 19.09236
S 9.60203 7.41688 21.51942
O 8.23806 7.09074 21.96060
O 10.63163 6.76294 22.37118
O 9.84694 8.86504 21.30946
C 8.74505 13.21194 19.18660
O 9.63523 12.20844 19.56708
C 10.91103 12.31574 18.86998
C 11.80953 11.04800 19.05679
N 12.28983 11.05710 20.42374
C 13.07538 9.82006 20.58914
C 13.41600 9.51662 22.06616
O 14.49502 10.16002 22.59732
C 14.60819 10.04302 24.01800
H 8.58652 13.24592 18.10872
H 9.00308 14.21798 19.51738
H 7.75396 12.89132 19.50759
H 11.55069 13.15670 19.13777
H 10.68117 12.39718 17.80760
H 12.60849 11.15268 18.32276
H 11.27775 10.11440 18.87324
H 12.91113 11.85278 20.45522
H 13.93717 9.93495 19.93170
H 12.46643 8.95398 20.32996
H 13.61974 8.45168 22.17790
H 12.60406 9.80340 22.73444
H 13.79890 10.57082 24.52254
H 15.49027 10.61738 24.30108
H 14.65757 9.00532 24.34794
C 13.83124 7.89864 27.39020
O 13.74870 7.43650 26.04202
C 12.47195 6.84568 25.77818
C 11.29566 7.86168 25.66302
N 10.06446 7.23888 25.26478
C 9.03224 8.17558 24.92000
C 8.69683 9.11778 26.11710
O 9.49408 10.29524 26.11310
C 9.13365 11.15670 27.11732
H 13.80751 7.08098 28.11058
H 13.06968 8.60772 27.71476
H 14.76522 8.43144 27.56884
H 12.33167 6.03236 26.49018
H 12.62780 6.33216 24.82944
H 11.59288 8.71208 25.04936
H 11.13694 8.25052 26.66884
H 10.31334 6.67200 24.46678
H 8.07839 7.70572 24.68018
H 9.23448 8.73195 24.00478
H 8.90919 8.60866 27.05720
H 7.63922 9.37771 26.16186
H 9.43610 10.68874 28.05414
H 8.07764 11.42154 27.17032
H 9.67955 12.08910 26.97336
C 11.03761 14.86124 21.40898
O 11.25451 13.70838 22.13754
C 11.33182 13.93938 23.55090
C 11.14889 12.61060 24.27146
N 9.99285 11.80726 23.88570
C 8.72078 12.52356 23.73438
C 7.65126 11.47404 23.29990
O 7.85175 11.12106 21.90710
C 6.86908 10.27272 21.40452
H 10.96310 14.71418 20.33152
H 11.82125 15.59136 21.61128
H 10.12180 15.31874 21.78326
H 10.56522 14.61986 23.92154
H 12.31325 14.38328 23.71776
H 11.07001 12.86382 25.32870
H 12.10219 12.08806 24.19220
H 9.91800 11.27780 24.74254
H 8.81336 13.31552 22.99122
H 8.45893 12.96684 24.69514
H 6.62923 11.84494 23.37724
H 7.73915 10.50954 23.80004
H 6.66347 9.34440 21.93750
H 7.22420 9.91042 20.43978
H 5.88364 10.73792 21.37984
C 16.65866 15.41814 22.55334
O 16.78288 14.12526 22.00692
C 15.62216 13.32064 22.13002
C 14.35301 13.75576 21.37326
N 14.33303 13.34900 19.96517
C 15.60519 13.52828 19.25992
C 15.49267 13.03046 17.74342
O 14.82026 14.02454 16.91802
C 14.74629 13.62044 15.58028
H 15.88214 15.94714 22.00082
H 17.65092 15.86850 22.52704
H 16.35101 15.23798 23.58338
H 15.37420 13.40064 23.18842
H 15.78485 12.25402 21.97524
H 14.13689 14.82384 21.39784
H 13.50556 13.38832 21.95198
H 13.72197 13.99684 19.48872
H 16.39499 12.97274 19.76556
H 15.95029 14.56208 19.27714
H 15.12343 12.01586 17.59388
H 16.51750 13.05048 17.37272
H 14.06051 12.78206 15.45806
H 15.68827 13.22662 15.19858
H 14.39778 14.45674 14.97428
C 11.10462 12.36630 10.01862
O 11.76100 11.79890 11.12422
C 10.97859 11.01278 11.97796
C 11.66114 10.69316 13.30762
N 10.72029 10.04832 14.21710
C 11.31100 9.58471 15.43252
C 10.17985 9.04814 16.36722
O 9.41987 10.18092 16.82200
C 8.52798 9.86874 17.88952
H 10.54206 11.65960 9.40854
H 11.86109 12.80836 9.37020
H 10.43009 13.14260 10.37984
H 10.83651 10.09000 11.41548
H 10.00200 11.45406 12.17708
H 12.00206 11.61334 13.78210
H 12.48843 10.00468 13.13536
H 9.87901 10.58996 14.35482
H 11.76613 10.40622 15.98578
H 11.99685 8.77426 15.18576
H 10.62502 8.49956 17.19727
H 9.49119 8.36978 15.86356
H 7.77689 9.15090 17.55986
H 7.96626 10.73040 18.25024
H 8.97802 9.48282 18.80420
*
```

Values from the calculation:
Total energy (eV): -131051.761
E_LUMO (eV): 0.29
Orbital gap (eV): 8.180

=====

No. 4
ORCA calculation (ωB97M-V with the def2-TZVPD basis set) on a single CH5N3OS2 molecule.

Structure (ORCA input):
```
! RIJCOSX wB97M-V def2-TZVPD def2/J DEFGRID3
* xyz 0 1
C 0.22709 -0.56887 -0.06730
H -2.71448 1.07535 -0.21691
H -1.19407 -1.18896 -1.33400
H 0.13700 0.65720 1.54619
H -0.15557 2.18862 -0.72260
H 2.28234 -0.81591 0.69266
N -1.03791 -0.41901 -0.70600
N 0.71757 0.51151 0.70661
N 0.89519 -1.63995 -0.28382
O 2.16351 -1.65188 0.21666
S -2.37423 -0.11704 0.31886
S 1.05356 1.96893 -0.15036
*
```

Values from the calculation:
SMILES string: ON=C(NS)NS
Total energy (eV): -29303.789
Relative energy (zero: lowest compared OMol25 entry of this formula, charge and spin) (kJ/mol): 0.4
E_LUMO (eV): 0.44
Orbital gap (eV): 9.618